C16H14BFeN7O4 as an isolated structure. Source: the Open Molecules 2025 dataset; level of theory: ωB97M-V/def2-TZVPD.

```
43
Properties=species:S:1:pos:R:3:lowdin_charge:R:1
Fe 0.61393 0.39547 -0.28276 0.65
C -0.34878 -1.02478 3.70771 -0.05
C 0.38871 -1.16777 2.53290 -0.12
N 0.07037 -0.22445 1.64576 0.02
N -0.87442 0.53463 2.24541 -0.02
C -1.14128 0.07729 3.47435 -0.07
B -1.52873 1.72122 1.52182 -0.50
N -2.14803 1.18762 0.21570 -0.01
C -3.37642 1.38681 -0.28486 -0.07
C -3.44033 0.79942 -1.53050 -0.04
C -2.16739 0.25459 -1.72007 -0.10
N -1.40065 0.48708 -0.66121 0.02
N -0.40805 2.71049 1.16986 -0.01
C -0.20989 4.00306 1.46413 -0.07
C 0.95399 4.41494 0.84642 -0.05
C 1.40919 3.28055 0.16877 -0.10
N 0.58382 2.26358 0.38355 -0.02
H -0.30626 -1.63558 4.59148 0.09
H 1.11239 -1.92550 2.31472 0.08
H -1.87750 0.56709 4.08842 0.12
H -2.36656 2.22897 2.21348 0.12
H -4.11441 1.92867 0.28203 0.12
H -4.27698 0.77034 -2.20510 0.09
H -1.78303 -0.27752 -2.57487 0.11
H -0.91220 4.53733 2.08126 0.12
H 1.39970 5.39306 0.86936 0.09
H 2.26562 3.15419 -0.47276 0.12
O 2.77330 -3.68756 0.98907 0.12
C 2.53168 -2.47997 0.44787 -0.49
O 2.95953 -1.45373 0.89980 0.12
C 1.67342 -2.55066 -0.77224 -0.16
C 1.56075 -3.70348 -1.52412 0.02
C 0.99783 -3.61416 -2.79426 -0.02
C 0.67240 -2.36997 -3.29461 0.03
C 0.81439 -1.26293 -2.46644 -0.16
N 1.20887 -1.37161 -1.19941 0.12
C 0.71313 0.17375 -2.98831 -0.62
O 0.47214 0.32775 -4.17172 0.07
O 0.96439 1.05111 -2.09316 -0.07
H 3.37923 -3.54828 1.73273 0.14
H 1.94415 -4.63655 -1.13989 0.12
H 0.88220 -4.50239 -3.40085 0.12
H 0.33581 -2.21212 -4.30943 0.13
```

LUMO (alpha / beta)	-0.57 / -0.61	eV
HOMO-LUMO gap (alpha / beta)	8.22 / 8.20	eV

***

C16H14Cl5GaN6S5 as an isolated structure. Source: the Open Molecules 2025 dataset; level of theory: ωB97M-V/def2-TZVPD.

```
47
Properties=species:S:1:pos:R:3:lowdin_charge:R:1
Ga -0.40882 0.72596 -1.60606 -0.07
S -0.35318 2.46428 -0.07256 0.12
S -1.03322 3.91787 -1.36881 -0.02
S 0.23461 3.67925 -2.95222 -0.05
S -0.35333 1.81407 -3.63196 0.10
N 4.16760 0.36152 -1.80637 0.12
C 4.39317 1.71004 -1.65839 -0.06
C 3.16424 2.27953 -1.48273 -0.12
N 2.20135 1.31215 -1.52286 0.06
C 2.82607 0.18406 -1.71465 -0.29
C 2.04317 -1.02980 -1.74168 -0.28
N 0.72372 -0.97751 -1.69947 0.03
C 0.27324 -2.27502 -1.61880 -0.11
C 1.33564 -3.11354 -1.62513 -0.05
N 2.45299 -2.30706 -1.70606 0.14
H 4.87319 -0.33517 -1.96530 0.16
H 5.38306 2.12845 -1.69272 0.11
H 2.91071 3.31521 -1.33760 0.10
H -0.77341 -2.50815 -1.55312 0.11
H 1.40138 -4.18460 -1.57738 0.12
H 3.40576 -2.62380 -1.67339 0.16
C -0.64517 -1.20828 3.96615 -0.07
N -0.06311 0.04783 3.56936 -0.18
C -0.27233 1.26919 4.33314 -0.12
C 0.32537 2.32842 3.40734 -0.16
N 1.25124 1.52332 2.61420 0.00
C 0.84432 0.22307 2.59137 -0.86
S 1.38115 -0.93298 1.51453 0.65
H -0.29642 -1.49936 4.96095 0.09
H -0.35034 -1.96447 3.24356 0.05
H -1.73350 -1.12830 3.97907 0.08
H 0.25676 1.21366 5.29098 0.12
H -1.33290 1.42626 4.53055 0.12
H 0.84465 3.11401 3.95176 0.12
H -0.43850 2.77521 2.76575 0.08
H 1.60079 1.88937 1.74041 0.08
Cl -1.70546 -0.99056 -4.08581 0.67
C -2.66520 -0.98224 -2.63586 -0.68
C -2.17502 -0.34408 -1.49639 -0.27
C -2.95132 -0.49395 -0.34799 -0.66
Cl -2.37364 0.10636 1.17269 0.69
C -4.17346 -1.16825 -0.33951 -0.70
Cl -5.09978 -1.30937 1.10391 0.68
C -4.64479 -1.74726 -1.51312 -0.71
Cl -6.14837 -2.57926 -1.52762 0.69
C -3.87615 -1.67148 -2.67115 -0.71
Cl -4.42679 -2.43460 -4.11100 0.68
```

LUMO	-0.16	eV
HOMO-LUMO gap	7.36	eV

***

C16H14Li as an isolated structure in a non-equilibrium geometry. Source: the Open Molecules 2025 dataset; level of theory: ωB97M-V/def2-TZVPD.

```
31
Properties=species:S:1:pos:R:3:lowdin_charge:R:1
C 0.90580 -2.31266 1.19983 -0.21
C 1.88466 -1.91643 0.27070 -0.16
C 2.40936 -0.64170 0.15192 -0.16
C 2.32280 0.38162 1.11073 -0.14
C 1.46381 0.48722 2.19540 -0.17
C 0.29210 -0.24855 2.42790 -0.17
C -0.02987 -1.44855 1.81716 -0.24
H 0.53730 -3.34459 1.08508 0.10
H 2.31281 -2.69537 -0.37532 0.10
H 3.07114 -0.45749 -0.70525 0.07
H 3.03357 1.20685 0.96787 0.09
H 1.68850 1.30463 2.89213 0.07
H -0.44599 0.20303 3.11247 0.08
H -1.09221 -1.78424 1.79335 0.05
C 3.84433 -2.19360 4.04980 -0.09
Li -1.16753 -2.14047 3.76659 0.51
C 3.70075 -2.70825 2.74438 -0.12
C 2.40434 -3.32025 2.60072 -0.15
C 1.75958 -3.23997 3.89160 -0.23
C 2.60284 -2.46225 4.75767 -0.23
C 2.10251 -2.05776 5.99839 -0.07
C 0.82829 -2.44645 6.39032 -0.16
C 0.01226 -3.22637 5.55276 -0.23
C 0.48381 -3.66659 4.30895 -0.15
H 4.67931 -1.63334 4.46820 0.07
H 4.43806 -2.61994 1.94562 0.08
H 2.16527 -4.08781 1.85246 0.09
H 2.75173 -1.45158 6.63415 0.10
H 0.45812 -2.18400 7.38381 0.08
H -0.96821 -3.54371 5.91404 0.07
H -0.07859 -4.37139 3.68233 0.10
```

charge	-1
LUMO	2.07	eV
HOMO-LUMO gap	2.93	eV